Below is a molecular structure, C22H31BF4Ge2N5Zn, with properties calculated with wB97M-V/def2-TZVPD.

Geometry as ORCA input:
```
! RIJCOSX wB97M-V def2-TZVPD def2/J DEFGRID3
* xyz 1 1
Zn -7.9227 -12.3994 13.4487
N -8.4481 -15.9342 15.9095
C -8.4716 -14.6184 15.9890
N -7.8492 -14.1246 14.9542
C -7.5197 -15.1887 14.1941
N -7.8614 -16.3305 14.7580
C -6.7452 -15.0777 12.9573
C -6.0484 -16.1379 12.4188
N -5.3569 -15.9772 11.3098
C -5.4044 -14.7972 10.7140
C -6.0777 -13.6928 11.2566
N -6.7464 -13.8510 12.4301
H -8.9239 -16.6225 16.5132
H -8.8353 -14.0883 16.8388
H -6.0997 -17.0932 12.8674
H -4.8414 -14.7235 9.8290
H -6.0373 -12.7166 10.8360
C -12.1710 -12.9999 12.8062
C -11.5993 -12.8659 14.2303
Ge -9.9925 -11.6356 14.4387
C -9.9109 -11.2974 16.3474
C -9.7931 -9.8296 16.7680
C -10.6055 -9.9607 13.7161
C -9.9791 -8.7975 13.4810
Ge -8.1084 -8.2862 13.2690
C -7.4476 -8.2572 11.4630
C -5.9518 -8.0603 11.0630
C -7.6549 -6.8091 14.3949
C -6.1788 -6.2700 14.5727
C -10.7279 -7.5117 13.2861
C -11.3429 -6.8707 14.3296
C -12.0592 -5.6924 14.1229
C -12.2146 -5.1076 12.8723
C -11.5422 -5.7452 11.8556
C -10.8741 -6.9479 12.0220
H -13.0504 -13.6578 12.8312
H -11.3878 -13.4082 12.1390
H -12.4843 -12.0481 12.3945
H -11.2828 -13.8894 14.6208
H -12.3781 -12.4971 14.8656
H -9.0470 -11.9038 16.6778
H -10.7981 -11.7118 16.7915
H -8.7753 -9.4946 16.7295
H -10.1267 -9.7719 17.8122
H -10.5110 -9.1455 16.2616
H -11.6937 -9.8178 13.7833
H -8.0042 -7.3953 11.1124
H -7.8488 -9.0602 10.9463
H -5.4279 -7.3027 11.6410
H -5.9545 -7.7848 9.9570
H -5.3642 -8.9826 11.2042
H -8.0268 -7.0891 15.3642
H -8.2899 -5.9609 14.1376
H -5.5102 -7.1337 14.7943
H -6.2498 -5.6114 15.4357
H -5.8486 -5.7254 13.6845
H -11.3355 -7.3598 15.2773
H -12.5082 -5.1713 14.9458
H -12.7928 -4.1634 12.7140
H -11.5631 -5.3688 10.8335
H -10.3800 -7.3667 11.1396
F -6.4081 -11.1890 12.5284
B -5.8054 -10.5827 13.6948
F -6.8125 -9.5627 14.2004
F -5.8421 -11.4910 14.7239
F -4.6571 -9.9570 13.3903
*
```

Output
**Max |F|**: 2.16 eV Å⁻¹
**E_HOMO**: -11.44 eV
**Total energy**: -203763.3201 eV
**Energy above the lowest of the compared OMol25 structures with the same formula, charge and spin**: 0.00 kJ/mol

Mulliken population analysis, charges in e, atoms 1 to 8: 0.058, 0.143, -0.366, -0.259, -0.025, -0.718, 0.934, -0.398


Below is a molecular structure, C8H12FeO6, with properties calculated with wB97M-V/def2-TZVPD.

Geometry as ORCA input:
```
! RIJCOSX wB97M-V def2-TZVPD def2/J DEFGRID3
* xyz 0 5
O 2.9368 0.0257 0.2968
Fe 4.9827 2.6660 -0.1981
O 2.9312 2.1806 -0.2092
C 2.3579 1.1182 -0.0975
O 1.0113 1.0244 -0.1363
C 0.2725 1.6766 0.7911
C 2.2190 -1.2390 0.3591
C 3.2331 -2.3453 0.4884
H 1.5408 -1.2088 1.2193
H 1.6293 -1.3318 -0.5596
H 3.9105 -2.1667 1.3322
H 2.6930 -3.2840 0.6695
H 3.8211 -2.4551 -0.4311
C -0.9094 2.2620 0.3166
H -1.4170 2.9375 1.0095
H -0.9383 2.4595 -0.7616
C -1.3273 0.5663 1.0432
C -1.8750 -0.2237 -0.1522
O -3.1491 0.2803 -0.5639
C -3.7803 -0.3810 -1.5176
O -3.3541 -1.3400 -2.1156
O -5.0243 0.0759 -1.5972
H -0.9153 0.6893 2.0610
H -2.0759 0.1101 1.7318
H -1.9906 -1.2741 0.1475
H -1.2186 -0.2721 -1.0297
H -5.5640 -0.5507 -2.0966
*
```

Output
**Max |F|**: 3.25 eV Å⁻¹
**E_HOMO (alpha / beta)**: -5.59 / -5.77 eV
**Total energy**: -55152.7377 eV
**Energy above the lowest of the compared OMol25 structures with the same formula, charge and spin**: 472.93 kJ/mol

Mulliken population analysis, charges in e, atoms 1 to 8: -0.166, -0.192, -0.357, 0.491, -0.003, -0.482, -0.010, -1.293


Below is a molecular structure, C33H30N7O7OsS, with properties calculated with wB97M-V/def2-TZVPD.

Geometry as ORCA input:
```
! RIJCOSX wB97M-V def2-TZVPD def2/J DEFGRID3
* xyz 1 1
Os -0.2850 0.1594 -0.1938
C 0.3279 -6.1540 2.4867
C 0.5669 -4.7899 1.9080
C 1.4973 -4.5910 0.8890
C 1.6632 -3.3432 0.3333
C 0.9417 -2.2308 0.7805
N 1.1493 -0.9993 0.1139
C 2.4784 -0.7126 -0.3087
C 3.5269 -1.0119 0.5614
C 4.8299 -0.6870 0.2558
C 5.1402 -0.0310 -0.9343
C 6.5494 0.3762 -1.2542
C 4.0974 0.2920 -1.7883
C 2.7796 -0.0431 -1.4974
N 1.7781 0.3292 -2.4304
C 1.9393 0.6253 -3.7422
C 0.7860 1.2169 -4.1863
C -0.0575 1.2503 -3.0693
N 0.5480 0.7139 -2.0245
C -0.0068 -2.4283 1.7978
C -0.1782 -3.6999 2.3320
N -0.8146 -1.3960 2.3335
C -1.4071 -1.3453 3.5516
C -2.1685 -0.2076 3.6019
C -1.9914 0.4037 2.3549
N -1.1727 -0.3214 1.6131
H 1.1855 -6.8040 2.3238
H -0.5375 -6.6209 2.0120
H 0.1301 -6.1044 3.5568
H 2.0752 -5.4248 0.5124
H 2.3555 -3.2117 -0.4875
H 3.2985 -1.4958 1.4986
H 5.6169 -0.9334 0.9572
H 7.2667 -0.3156 -0.8155
H 6.7601 1.3690 -0.8517
H 6.7203 0.4120 -2.3290
H 4.3098 0.8434 -2.6942
H 2.8523 0.3814 -4.2554
H 0.5750 1.5668 -5.1805
H -1.0660 1.6154 -2.9655
H -0.9489 -3.8531 3.0756
H -1.2366 -2.1105 4.2871
H -2.7699 0.1381 4.4233
H -2.4121 1.3115 1.9531
C 2.3183 -0.9649 4.5379
C 1.8095 0.3289 4.0064
N 1.3876 0.5496 2.7831
C 0.9785 1.8621 2.7566
C 1.1860 2.4445 3.9907
N 1.7094 1.4518 4.7576
C 0.9898 3.7574 4.6872
O 0.5374 4.7750 3.9896
O 1.2609 3.8201 5.8604
C 0.4143 2.5458 1.5833
O 0.1131 3.7240 1.6155
O 0.2496 1.9192 0.4126
H 2.2784 -1.7173 3.7537
H 1.7114 -1.3123 5.3756
H 3.3474 -0.8772 4.8890
H 1.9465 1.6020 5.7289
H 0.3777 4.5028 3.0468
C -6.9248 1.2138 -5.2149
C -5.8914 0.7551 -4.2259
C -6.1667 0.7289 -2.8606
C -5.2210 0.3044 -1.9435
C -3.9775 -0.0948 -2.4101
C -3.6709 -0.0795 -3.7649
C -4.6351 0.3384 -4.6644
S -2.7494 -0.5110 -1.2477
O -1.5391 -1.1317 -1.8442
O -3.3638 -1.2601 -0.1919
O -2.1972 0.8448 -0.7938
H -7.7869 1.6521 -4.7160
H -7.2751 0.3758 -5.8199
H -6.5098 1.9575 -5.8956
H -7.1432 1.0386 -2.5105
H -5.4466 0.2687 -0.8865
H -2.6988 -0.4130 -4.1056
H -4.4145 0.3373 -5.7249
*
```

Output
**Max |F|**: 0.94 eV Å⁻¹
**E_HOMO (alpha / beta)**: -11.14 / -11.19 eV
**Total energy**: -72770.0571 eV
**Energy above the lowest of the compared OMol25 structures with the same formula, charge and spin**: 24.26 kJ/mol

Mulliken population analysis, charges in e, atoms 1 to 8: 1.668, -1.534, 0.268, -1.249, -0.036, 0.704, -0.106, 0.091


Below is C4H9FO2S in the gas phase, with properties calculated with wB97M-V/def2-TZVPD.

Geometry as ORCA input:
```
! RIJCOSX wB97M-V def2-TZVPD def2/J DEFGRID3
* xyz 0 1
C 0.6275 0.8720 -0.8675
C 0.3405 -0.1511 0.2712
C -0.2073 -1.3765 -0.4482
C -0.6342 0.5009 1.2304
S 1.8892 -0.4867 1.1530
O 2.9899 -0.8611 0.3635
O 1.5352 -1.2441 2.3510
F 2.4072 0.9886 1.6672
H 0.8721 1.9192 -0.5957
H 1.4099 0.6854 -1.4650
H -0.1136 0.9112 -1.5979
H -0.8460 -2.0927 0.1104
H 0.6756 -1.8636 -0.7409
H -0.7976 -1.0496 -1.2637
H -0.2686 0.1536 2.2062
H -0.5025 1.5038 1.0955
H -1.6133 0.1525 0.8030
*
```

Output
**Max |F|**: 4.21 eV Å⁻¹
**E_HOMO**: -11.81 eV
**Total energy**: -21940.4111 eV
**Structure (SMILES)**: CC(C)(C)S(=O)(=O)F
**Energy above the lowest of the compared OMol25 structures with the same formula, charge and spin**: 38.20 kJ/mol

Mulliken population analysis, charges in e, atoms 1 to 8: -1.908, 1.369, -1.790, -1.416, 1.232, -0.564, -0.595, -0.288


Below is 2 unconnected molecules or ions with the total composition C3H10IN2, with properties calculated with wB97M-V/def2-TZVPD.

Geometry as ORCA input:
```
! RIJCOSX wB97M-V def2-TZVPD def2/J DEFGRID3
* xyz 1 1
C -0.2861 -1.6181 0.5783
C -0.7640 0.5595 1.4132
C -0.9318 0.1379 -0.8386
N 1.3611 0.4083 -1.8574
N -0.9134 -0.3186 0.3805
I 2.8011 1.4340 -0.9252
H -0.5626 -1.8719 1.6238
H -0.7883 -2.3658 -0.1283
H 0.8095 -1.6771 0.4813
H -0.5842 1.5531 1.1015
H -1.5153 0.6760 2.1879
H 0.1093 0.2419 1.9549
H -0.8039 1.2586 -1.0703
H -1.0951 -0.4889 -1.6982
H 1.1742 -0.5322 -1.6910
H 1.9896 2.6030 -1.5125
*
```

Output
**Max |F|**: 4.28 eV Å⁻¹
**E_HOMO (alpha / beta)**: -12.23 / -12.23 eV
**Total energy**: -14341.5555 eV
**Energy above the lowest of the compared OMol25 structures with the same formula, charge and spin**: 563.61 kJ/mol

Mulliken population analysis, charges in e, atoms 1 to 8: -1.030, -0.934, -0.393, -0.664, 0.253, 0.448, 0.445, 0.358


Below is 3 unconnected molecules or ions with the total composition C3H8N2O2, with properties calculated with wB97M-V/def2-TZVPD.

Geometry as ORCA input:
```
! RIJCOSX wB97M-V def2-TZVPD def2/J DEFGRID3
* xyz 0 1
C -0.0019 2.5151 -1.8369
C 1.0811 2.0167 -1.1626
N 0.6084 0.8705 -0.5786
C -0.6792 0.6546 -0.9995
N -1.0066 1.5801 -1.8683
H -0.1047 3.3814 -2.4604
H 2.0966 2.3303 -1.0411
H 1.1072 0.3575 0.1269
H -1.2545 0.0422 -0.3231
O -0.9763 -2.1615 4.8153
H -1.5364 -1.6311 5.3875
H -1.0740 -3.0426 5.1834
O 0.9732 -3.1340 -0.4696
H 0.8912 -2.9230 0.4530
H 0.3146 -3.7851 -0.7186
*
```

Output
**Max |F|**: 1.95 eV Å⁻¹
**E_HOMO**: -8.62 eV
**Total energy**: -10315.1954 eV
**Structure (SMILES)**: c1c[nH]cn1.O.O
**Energy above the lowest of the compared OMol25 structures with the same formula, charge and spin**: 169.51 kJ/mol

Mulliken population analysis, charges in e, atoms 1 to 8: -0.361, -0.228, -0.035, -0.080, -0.536, 0.382, 0.386, 0.178